No. 1
DFT (the ωB97M-V functional and the def2-TZVPD basis) results for 6 unconnected molecules or ions with the total composition C31H51N5O6S in a non-equilibrium geometry.

Geometry (Å):
C1 8.44053 -2.24748 0.26067
C2 8.29911 -1.94063 -1.23572
C3 7.04061 -1.16774 -1.57410
C4 7.15562 0.34214 -1.28632
C5 6.13764 0.85037 -0.27478
C6 4.74815 1.06060 -0.86054
C7 3.74613 1.39010 0.25640
C8 2.30033 0.97984 -0.03150
C9 1.40211 2.12350 -0.53587
C10 -0.05562 1.84536 -0.20659
C11 -0.97596 3.05886 -0.44237
C12 -2.22970 2.75156 -1.27324
C13 -3.55756 2.99008 -0.50405
C14 -3.80998 1.84047 0.38541
C15 -4.53231 0.73729 0.16432
C16 -5.32970 0.37806 -1.03238
C17 -6.67281 -0.29642 -0.66045
C18 -6.96808 -1.58014 -1.46787
C19 -6.93203 -2.82183 -0.57713
S1 -7.92282 -4.16730 -1.23169
O1 -7.07474 -5.31962 -1.31383
O2 -8.60213 -3.78724 -2.42219
O3 -9.00954 -4.45372 -0.09639
C20 -4.38719 -0.11662 1.36666
O4 -4.80510 -1.24559 1.58028
O5 -3.63863 0.55186 2.31472
C21 -3.23249 1.76135 1.75228
O6 -2.55068 2.55722 2.36816
H1 9.48730 -2.37160 0.51711
H2 7.96357 -3.18590 0.51230
H3 8.05172 -1.43572 0.86701
H4 8.24780 -2.89381 -1.75699
H5 9.20099 -1.45066 -1.58784
H6 6.17212 -1.59074 -1.07573
H7 6.87729 -1.27891 -2.64353
H8 7.16414 0.91674 -2.20649
H9 8.13829 0.49200 -0.84152
H10 6.12494 0.16081 0.56235
H11 6.49817 1.80425 0.09985
H12 4.43588 0.19270 -1.42943
H13 4.82984 1.94861 -1.48176
H14 3.81646 2.43139 0.55167
H15 4.06947 0.81741 1.12494
H16 1.86661 0.66105 0.91473
H17 2.24310 0.11845 -0.68751
H18 1.74566 3.05458 -0.09634
H19 1.53622 2.16595 -1.61425
H20 -0.09402 1.59857 0.84901
H21 -0.37933 1.00910 -0.81775
H22 -0.40900 3.82324 -0.96674
H23 -1.24462 3.49383 0.51132
H24 -2.21829 1.69637 -1.52694
H25 -2.24755 3.33008 -2.18778
H26 -3.47597 3.91907 0.04955
H27 -4.35642 3.11124 -1.22475
H28 -5.56602 1.28768 -1.56779
H29 -4.74794 -0.25320 -1.69799
H30 -6.69861 -0.54765 0.38631
H31 -7.46904 0.40605 -0.85814
H32 -6.28533 -1.70321 -2.29553
H33 -7.97664 -1.51033 -1.85344
H34 -5.92467 -3.20202 -0.48150
H35 -7.30492 -2.58447 0.41178
H36 -8.53112 -4.57218 0.73267
C22 -3.19782 -0.07354 -4.66671
C23 -1.95052 -0.06595 -3.91474
N1 -0.95889 -0.07874 -3.33312
H37 -3.67690 0.90339 -4.61176
H38 -2.99292 -0.31496 -5.70562
H39 -3.86565 -0.82928 -4.26224
C24 -0.47893 -3.70052 -4.68627
C25 -1.82166 -3.32939 -5.11248
N2 -2.87666 -3.02323 -5.44907
H40 -0.52793 -4.56727 -4.03088
H41 0.12897 -3.94262 -5.55518
H42 -0.02499 -2.86910 -4.14964
C26 5.52983 1.97212 4.22100
C27 6.56356 1.34711 3.40684
N3 7.37483 0.84699 2.76454
H43 5.80564 3.00222 4.43882
H44 4.58057 1.96193 3.68823
H45 5.42603 1.41939 5.15553
C28 7.56654 -0.40555 7.33997
C29 6.18182 0.02632 7.20019
N4 5.08973 0.36690 7.08988
H46 7.60481 -1.34281 7.89048
H47 8.00674 -0.55032 6.35500
H48 8.13473 0.34952 7.87858
C30 -7.34613 1.06445 3.24453
C31 -8.37452 1.35031 2.25130
N5 -9.17372 1.57483 1.45732
H49 -6.40560 1.51819 2.93709
H50 -7.63560 1.46808 4.21199
H51 -7.20865 -0.01154 3.33365

Its spin multiplicity is 1. Its HOMO energy is -10.2 eV. As for the HOMO-LUMO gap: 9.03 eV. The structure (SMILES) is CCCCCCCCCCCCCC1=C(CCCCS(=O)(=O)O)C(=O)OC1=O.CC#N.CC#N.CC#N.CC#N.CC#N. The calculation puts the LUMO energy at -1.2 eV. Its total energy is -2335.1754 a.u.

Löwdin atomic charge list, values in e, 8 entries: C -0.10; C -0.27; C -0.23; C -0.21; C -0.25; C -0.20; C -0.21; C -0.21

=====

No. 2
DFT (the ωB97M-V functional and the def2-TZVPD basis) results for a molecular structure, C31H52BrIrN3OP2 in a non-equilibrium geometry.

Geometry (Å):
N1 1.38582 -9.00601 3.38106
C1 1.49224 -7.92478 4.15403
C2 1.59017 -6.63160 3.63140
C3 1.52787 -6.42077 2.22301
C4 1.37652 -7.60625 1.41473
C5 1.31790 -8.85605 2.05438
C6 1.51006 -5.08235 1.68501
Ir1 1.10142 -2.71708 -0.17676
P1 -3.28879 1.09410 -1.37481
C7 0.74596 -4.72691 0.52978
C8 -0.35414 -3.76492 0.69367
C9 -1.34015 -3.58488 -0.31691
C10 -2.21492 -2.51446 -0.23817
C11 -2.05386 -1.56164 0.79185
C12 -1.04169 -1.69267 1.71999
C13 -0.09895 -2.75311 1.65616
Br1 -2.95900 0.06084 0.77378
H1 2.01776 -4.26701 2.22819
H2 0.50455 -5.51195 -0.19972
H3 1.65451 -5.79472 4.32615
H4 1.30862 -7.57402 0.31719
H5 1.50703 -8.09007 5.23428
H6 1.21109 -9.78319 1.46715
H7 -1.44369 -4.36635 -1.08729
H8 0.50160 -2.97408 2.56288
H9 -2.97197 -2.39211 -0.99104
H10 -0.96764 -0.99848 2.54602
P2 0.96844 -1.25275 -1.85333
C14 -4.88416 1.73798 -0.76138
C15 -6.16065 1.64249 -1.59403
H11 -4.68923 2.77694 -0.45726
H12 -5.06556 1.15171 0.18117
H13 -6.98422 1.55006 -0.87568
H14 -6.31770 2.57229 -2.17634
H15 -6.19346 0.75958 -2.26833
C16 -3.30640 -0.07092 -2.75021
C17 -4.07381 0.40232 -3.98486
H16 -3.70805 -1.02238 -2.35822
H17 -2.24231 -0.24177 -3.00286
H18 -4.20958 -0.46712 -4.63089
H19 -5.05455 0.82755 -3.74846
H20 -3.49069 1.14379 -4.54491
C18 -1.93750 2.26667 -1.59461
C19 -2.31600 3.70007 -1.97994
H21 -1.21827 1.83099 -2.32075
H22 -1.45053 2.24851 -0.60446
H23 -1.38854 4.23799 -2.22842
H24 -2.98972 3.76508 -2.85837
H25 -2.79212 4.20909 -1.13201
C20 1.61498 0.23979 -2.76984
C21 3.04056 0.37104 -3.31015
H26 1.38314 1.10000 -2.13034
H27 0.95190 0.35557 -3.64311
H28 3.78098 0.51744 -2.51252
H29 3.36803 -0.47351 -3.92688
H30 3.06668 1.25925 -3.95820
C22 -0.11401 -1.89336 -3.20440
C23 0.18622 -3.28557 -3.70414
H31 -0.02401 -1.18771 -4.03623
H32 -1.16036 -1.82739 -2.87390
H33 1.19521 -3.35264 -4.11931
H34 0.07544 -4.02597 -2.90812
H35 -0.52633 -3.52624 -4.50305
C24 2.65107 -2.14200 -1.63527
C25 3.42851 -1.54174 -0.48180
H36 3.02247 -2.02177 -2.65504
H37 2.51894 -3.22321 -1.41317
H38 4.21365 -2.24424 -0.16008
H39 3.88238 -0.55920 -0.68793
H40 2.73852 -1.42610 0.39292
C26 2.25138 2.48163 -0.17048
N2 2.19014 2.55648 1.26869
C27 3.22686 3.31374 1.92382
C28 2.79674 3.70617 3.32458
C29 2.29970 2.48197 4.06809
N3 1.25584 1.86147 3.29337
C30 0.34394 0.99256 3.97743
C31 1.26343 1.78398 1.92105
O1 0.43079 1.07603 1.31243
H41 1.36681 1.94961 -0.52040
H42 3.14601 1.94114 -0.52165
H43 2.28283 3.49556 -0.59728
H44 4.15718 2.71770 1.98455
H45 3.41807 4.20769 1.31933
H46 1.98995 4.45247 3.25906
H47 3.64555 4.14196 3.86493
H48 1.86267 2.75289 5.03752
H49 3.14144 1.78257 4.22703
H50 0.63234 -0.06431 3.87723
H51 0.35328 1.26655 5.03878
H52 -0.66539 1.12017 3.58652

As for the net charge: +4. Its spin multiplicity is 6. The energy above the lowest of the compared OMol25 structures with the same formula, charge and spin comes out at 0.4703 eV. Its HOMO energy (alpha / beta) is -16.5 / -17.2 eV. As for the HOMO-LUMO gap (alpha / beta): 4.43 / 2.93 eV. The expectation value of S² is 8.85. The calculation puts the LUMO energy (alpha / beta) at -12.0 / -14.2 eV. Its total energy is -4811.1803 a.u.

Löwdin atomic charge list, values in e, 8 entries: N 0.32; C 0.00; C 0.06; C -0.15; C 0.06; C 0.00; C 0.00; Ir 1.18